1 | The following is a DFT calculation (ωB97M-V with the def2-TZVPD basis set) of 2 unconnected molecules or ions with the total composition C3H4F2O.

## Properties
Kohn-Sham gap (spin up / spin down) (eV): 8.841 / 8.841
E_HOMO (spin up / spin down) (eV): -9.757 / -9.756

```
10
Properties=species:S:1:pos:R:3:mulliken_charge:R:1
C -0.1652 0.0565 0.3821 0.007
C -1.0644 1.0851 0.1490 0.842
C 0.9951 -0.3193 -0.4949 -0.977
O -0.1290 1.7844 0.6332 -0.336
F -0.9274 -2.0135 0.5000 -0.734
F -2.2829 1.3490 -0.1845 -0.163
H -0.4266 -0.5347 1.1913 0.397
H 0.6743 -0.5392 -1.5823 0.251
H 1.5413 -1.2201 -0.1421 0.292
H 1.7849 0.3518 -0.4518 0.420
```

2 | The following is a DFT calculation (ωB97M-V with the def2-TZVPD basis set) of C3H4F2O in the gas phase.

## Properties
Kohn-Sham gap (eV): 9.742
E_HOMO (eV): -8.872
Structure (SMILES): COC=C(F)F

```
10
Properties=species:S:1:pos:R:3:mulliken_charge:R:1
C -0.2866 0.5644 1.4891 -0.668
O -0.5628 0.3047 0.1506 -0.252
C 0.5437 -0.0544 -0.6447 -0.303
C 0.1500 -0.7569 -1.6603 0.398
F -1.1534 -0.8036 -1.8263 -0.188
F 0.9552 -1.1508 -2.5873 -0.231
H -0.1201 -0.4648 1.8356 0.329
H 0.6711 1.1435 1.9704 0.249
H -1.5620 0.7930 1.7690 0.204
H 1.3649 0.4249 -0.4961 0.463
```

The least stable of them is 1.